Below is 2 unconnected molecules or ions with the total composition C19H16Br2N2O2 in a non-equilibrium geometry, with properties calculated with ωB97M-V with the def2-TZVPD basis set.

Structure (XYZ):
```
41
Properties=species:S:1:pos:R:3:forces:R:3:mulliken_charge:R:1
C 0.9015 -5.9677 -1.9084 0.2 0.6 -0.1 -0.815
O 1.3452 -4.6406 -2.2716 -0.1 -0.2 0.5 -0.437
C 1.1012 -3.6235 -1.4059 -0.4 0.4 0.5 0.893
C 0.4283 -3.7948 -0.1696 0.4 -0.2 -0.9 -0.344
C 0.0801 -2.6824 0.5716 0.1 1.0 -0.1 -0.907
C 0.3992 -1.3585 0.1359 0.4 -1.6 -1.0 0.030
C -0.0497 -0.1870 0.8107 -1.9 -0.4 2.4 -0.512
C -1.2474 -0.1267 1.5443 1.1 0.0 -1.0 0.792
C -1.4569 0.9352 2.4971 -0.7 0.7 0.5 -0.459
C -2.6223 1.0801 3.1890 0.5 -0.6 -0.8 -0.318
Br -2.8655 2.4540 4.4530 0.1 -0.1 -0.1 -0.154
C -3.7834 0.1652 2.9776 -1.1 0.1 0.7 0.692
O -4.8685 0.3163 3.5468 1.5 -0.2 -0.7 -0.647
C -3.5282 -0.9415 2.0156 1.2 0.5 -0.2 -0.474
Br -4.9441 -2.1595 1.7465 0.2 0.1 0.0 -0.161
C -2.3412 -1.0520 1.3481 -1.1 -0.5 0.4 -0.317
C 1.2018 -1.2326 -1.0349 -0.5 0.2 0.7 -0.317
C 1.5271 -2.3256 -1.7979 -0.1 -1.1 -0.1 -0.684
H 1.1916 -6.5849 -2.7578 -0.1 0.0 0.2 0.243
H 1.4043 -6.3165 -0.9957 -0.1 0.1 -0.2 0.329
H -0.1881 -6.0007 -1.7682 0.3 0.1 -0.1 0.345
H 0.1579 -4.7954 0.1784 0.1 0.5 -0.1 0.360
H -0.4502 -2.8293 1.5132 0.2 0.1 -0.2 0.611
H 0.6049 0.6718 0.8228 -0.1 -0.1 0.1 0.513
H -0.6420 1.6357 2.6729 -0.1 -0.1 -0.1 0.432
H -2.2330 -1.8728 0.6414 0.0 0.3 0.1 0.629
H 1.5026 -0.2268 -1.3281 -0.1 -0.3 0.0 0.392
H 2.0940 -2.2331 -2.7215 -0.1 0.0 0.2 0.430
N 1.0162 2.1417 -0.3197 0.8 1.1 -0.8 -0.229
C 0.0787 2.8036 -1.0280 0.6 0.4 0.2 -0.398
C 0.2321 4.1149 -1.4788 0.3 -0.4 0.3 -0.779
C 1.4349 4.7987 -1.1819 -0.2 -0.6 0.3 1.170
N 1.5973 6.1043 -1.5110 0.1 0.7 -0.3 -0.472
C 2.4543 4.0843 -0.5083 -0.4 -0.3 0.0 -0.722
C 2.1965 2.7737 -0.1091 -0.7 0.5 -0.4 -0.485
H -0.8423 2.2536 -1.2349 0.2 0.2 0.1 0.418
H -0.5721 4.6110 -2.0232 0.2 -0.1 0.1 0.278
H 2.4392 6.6114 -1.2745 -0.3 -0.3 0.0 0.189
H 0.8647 6.6333 -1.9639 0.2 -0.3 0.2 0.189
H 3.4108 4.5595 -0.2827 -0.3 -0.2 -0.1 0.285
H 2.9705 2.2035 0.4106 -0.3 0.1 -0.1 0.408
```
Positions in Å, forces in eV/Å.

## Properties
* F_max: 3.1 eV/Å
* SMILES: COc1ccc(C=C2C=C(Br)C(=O)C(Br)=C2)cc1.Nc1ccncc1
* HOMO: -7.6 eV
* DFT total energy: -6141.594138 Ha
* gap between HOMO and LUMO: 6.72 eV
* charge: 0